{"formula": "C4H14NO2", "method": "ωB97M-V/def2-TZVPD", "relative_energy_kj_mol": 125.2, "homo_ev": -13.93, "total_charge": 1, "orbital_gap_ev": 10.58, "elements": ["C", "C", "C", "C", "O", "N", "H", "H", "H", "H", "H", "H", "H", "H", "H", "H", "H", "H", "H", "H", "O"], "coordinates": [[0.55085, 0.70182, 0.66119], [-0.74323, 0.25347, 0.03106], [-0.63290, -0.16660, -1.47609], [0.46763, 0.50459, -2.31655], [0.62067, 1.89712, -2.09002], [1.24916, -0.56230, 1.15260], [1.20454, 1.10253, -0.10911], [0.37408, 1.36205, 1.49471], [-1.36419, 1.13622, 0.06228], [-1.09797, -0.64837, 0.50372], [-0.45834, -1.23180, -1.58504], [-1.57758, 0.13121, -1.91650], [0.32662, 0.29403, -3.37988], [1.44385, 0.04318, -2.10352], [-0.22846, 2.32691, -2.24845], [0.65638, -1.15069, 1.75566], [1.44626, -1.07000, 0.30016], [2.14877, -0.40270, 1.60840], [-2.16097, -1.72978, 2.88148], [-1.01206, -1.22270, 3.82339], [-1.21311, -1.56818, 2.95052]]}


{"formula": "C30H60IN8O6RbS", "method": "ωB97M-V/def2-TZVPD", "homo_ev": -7.97, "total_charge": 0, "orbital_gap_ev": 8.20, "elements": ["Rb", "C", "C", "C", "C", "C", "C", "N", "C", "C", "N", "C", "C", "O", "O", "C", "C", "C", "C", "C", "C", "N", "C", "C", "N", "C", "C", "O", "O", "H", "H", "H", "H", "H", "H", "H", "H", "H", "H", "H", "H", "H", "H", "H", "H", "H", "H", "H", "H", "H", "H", "H", "H", "H", "H", "H", "H", "H", "H", "H", "H", "H", "H", "H", "H", "H", "H", "H", "C", "N", "C", "N", "S", "H", "H", "H", "H", "H", "H", "N", "C", "O", "C", "I", "H", "H", "H", "H", "O", "C", "C", "C", "C", "C", "C", "N", "H", "H", "H", "H", "H", "H", "H", "H", "H", "H", "H"], "coordinates": [[-1.81485, 0.30141, 0.36757], [3.58544, -3.32307, 0.83494], [2.86328, -2.05674, 0.34658], [3.36750, -1.73745, -1.06550], [3.38731, -0.27604, -1.53257], [4.49753, 0.50098, -0.83525], [3.65343, -0.29244, -3.04032], [2.03545, 0.34504, -1.25524], [1.87104, 1.72234, -1.80224], [0.44730, 2.26780, -1.82734], [-0.53481, 1.42897, -2.49661], [-1.78218, 2.18677, -2.74633], [-2.94254, 1.84843, -1.77650], [-3.41879, 2.79389, -1.11768], [-3.25299, 0.63678, -1.71537], [-0.08119, 0.71876, -3.70397], [0.18453, 1.61365, -4.92247], [-1.08324, -0.41397, -3.98167], [-0.58576, -1.82659, -3.61624], [0.43950, -2.28956, -4.65545], [-1.80957, -2.75224, -3.66990], [0.03678, -1.80096, -2.26414], [0.52088, -3.10819, -1.80522], [0.73135, -3.21128, -0.29267], [1.38865, -2.11977, 0.44974], [1.02812, -2.27680, 1.86981], [-0.29320, -1.61093, 2.31593], [-0.80298, -2.34970, 3.51182], [-0.30993, -0.36113, 2.36968], [4.65254, -3.11818, 0.93233], [3.46656, -4.14364, 0.12396], [3.21968, -3.65294, 1.80645], [3.15290, -1.23192, 1.00738], [2.81589, -2.32357, -1.79262], [4.40201, -2.08037, -1.13168], [5.45928, 0.07866, -1.12581], [4.40969, 0.44961, 0.24825], [4.50154, 1.55163, -1.12783], [4.50340, -0.94584, -3.23545], [3.91222, 0.69001, -3.43430], [2.80012, -0.69430, -3.58451], [1.29764, -0.30027, -1.62496], [1.89677, 0.38762, -0.22840], [2.27296, 1.72994, -2.81108], [2.46164, 2.39256, -1.18122], [0.54259, 3.26044, -2.29961], [0.12322, 2.47027, -0.80005], [-2.15520, 1.95709, -3.74486], [-1.58916, 3.26314, -2.72145], [0.87090, 0.24199, -3.47426], [-0.72986, 2.06522, -5.30685], [0.62737, 1.02076, -5.72492], [0.87901, 2.41973, -4.66977], [-1.35404, -0.43397, -5.04106], [-1.99631, -0.21574, -3.41527], [-0.02456, -2.30121, -5.64176], [0.79772, -3.29858, -4.44690], [1.29690, -1.61738, -4.70142], [-2.33240, -2.62197, -4.61812], [-2.50304, -2.49618, -2.86561], [-1.53851, -3.80560, -3.58895], [-0.69589, -1.51151, -1.61830], [1.41924, -3.36233, -2.36589], [-0.19442, -3.91022, -2.02318], [1.22624, -4.17620, -0.10087], [-0.26583, -3.28779, 0.13633], [1.78314, -1.78426, 2.48509], [1.01485, -3.33603, 2.15680], [1.54320, 0.02347, 5.04339], [2.26486, 0.50703, 3.87926], [1.80630, 1.45593, 3.05374], [0.67535, 2.09573, 3.39839], [2.69912, 1.86099, 1.68983], [2.12780, -0.75277, 5.52929], [0.58331, -0.40541, 4.74453], [1.37852, 0.83282, 5.75883], [3.14622, 0.09350, 3.62388], [0.03149, 1.54555, 3.94608], [0.22970, 2.57747, 2.62480], [-3.17052, -2.57843, 3.11039], [-1.83709, -2.90772, 2.70949], [-1.47743, -2.23747, 1.54076], [-1.67321, -4.42757, 2.63099], [-2.76482, -5.23320, 0.97968], [-3.22947, -1.57941, 3.27802], [-3.44540, -3.07040, 3.95147], [-2.03307, -4.91011, 3.53546], [-0.63157, -4.68395, 2.47382], [-1.23977, 2.86315, 1.29620], [-2.39804, 3.24097, 1.36980], [-2.79378, 4.67579, 1.20502], [-3.34214, 5.14816, 2.57366], [-2.72924, 4.43928, 3.80221], [-3.40724, 3.11065, 4.18370], [-3.19758, 1.95346, 3.20212], [-3.38448, 2.36821, 1.81310], [-3.53870, 4.76119, 0.41393], [-1.90959, 5.23684, 0.90888], [-4.42682, 5.01538, 2.60469], [-3.16385, 6.22112, 2.65480], [-2.82833, 5.10404, 4.66247], [-1.65466, 4.29254, 3.65309], [-4.48225, 3.30007, 4.27420], [-3.06560, 2.79520, 5.17381], [-3.90036, 1.14506, 3.41755], [-2.20063, 1.51199, 3.27565], [-4.31307, 2.72421, 1.61999]]}